No. 1
# C6H12N2

C6H12N2 as an isolated structure (ωB97M-V/def2-TZVPD, OMol25).

Kohn-Sham gap: 8.932 eV
multiplicity: 1
highest occupied orbital energy: -8.21 eV
LUMO energy: 0.724 eV

```
20
Properties=species:S:1:pos:R:3:forces:R:3:lowdin_charge:R:1
C 0.650 2.015 0.318 -0.5089 7.1090 0.8032 -0.133
C 0.198 0.705 0.548 0.0290 -3.8586 -0.8590 -0.419
C -1.248 0.598 -0.034 -3.8393 -4.2984 2.1063 -0.180
C -1.335 -0.983 -0.404 -0.4673 1.9962 -1.0402 -0.231
C 0.061 -0.907 -1.015 -3.1291 -1.6488 -0.8559 -0.388
C 1.035 -0.743 0.023 0.4677 -1.9802 2.4929 -0.212
H 1.287 2.891 1.359 -1.6700 -3.1914 -3.2003 0.184
H -0.618 2.545 0.261 4.6038 -0.2818 -0.1221 0.158
H 1.235 2.061 -0.642 -0.7107 0.8264 0.8440 0.070
H 0.116 0.553 1.548 -0.3871 -0.7168 3.1170 0.080
H -2.000 0.400 0.982 1.6945 2.2109 -2.8062 0.165
H -1.658 1.214 -0.920 0.9647 -0.5031 1.7959 0.135
H -1.943 -1.597 0.517 2.5785 0.9360 -3.3671 0.190
H -1.036 -0.626 -2.604 -1.0597 -3.3114 2.2287 0.153
H 0.267 0.045 -1.483 -0.5279 0.5545 -0.7532 0.097
H 2.006 -0.702 -0.456 0.6657 0.9288 0.5417 0.119
H 1.759 -2.546 0.776 0.6722 -0.3260 0.3028 0.033
H 1.261 -1.452 2.022 -0.0811 -1.5749 -2.0905 0.093
N -1.064 -1.536 -1.873 1.1794 2.8422 0.1906 0.063
N 1.028 -1.936 1.078 -0.4743 4.2872 0.6716 0.026
```
Forces are in eV/Å.

No. 2
# C6H12N2

One molecule with the formula C6H12N2 (ωB97M-V/def2-TZVPD, OMol25).

Kohn-Sham gap: 9.030 eV
multiplicity: 1
highest occupied orbital energy: -8.26 eV
LUMO energy: 0.772 eV
structure (SMILES): C[C@@]12C[C@H]1NC[C@H]2N

```
20
Properties=species:S:1:pos:R:3:forces:R:3:lowdin_charge:R:1
C -0.640 -1.303 1.094 5.2964 0.4268 -1.9930 -0.026
C -0.485 -0.487 -0.325 -0.7514 -0.5533 4.4201 -0.401
C -1.887 -0.071 -0.717 -2.4699 -4.1020 -4.6144 -0.122
C -0.993 0.944 -0.326 0.8565 1.2819 -3.0821 -0.300
C 1.086 1.332 0.163 -2.2047 5.5335 -5.0319 -0.116
C 0.871 -0.026 -0.795 2.1281 1.6632 0.2796 -0.362
H -0.006 -0.688 1.865 -1.3166 -1.3919 -0.8723 0.081
H -1.653 -1.469 1.431 0.1000 -0.2715 -0.0725 0.045
H 0.059 -2.298 0.785 -2.3543 2.2494 1.5383 0.122
H -2.546 -0.713 -0.206 -1.0968 0.0631 1.2856 0.063
H -2.142 -0.390 -1.875 0.2161 1.8993 2.3667 0.155
H -0.711 0.977 -1.571 -0.0622 2.5217 3.4517 0.187
H -0.559 2.031 1.521 0.1113 -0.7976 -0.5961 0.097
H 1.661 0.959 0.873 1.9506 -0.9757 4.0104 0.006
H 1.657 2.335 -0.223 -0.9358 -2.8857 0.2493 0.154
H 0.729 -0.078 -1.944 1.2449 0.9729 1.6431 0.158
H 1.737 -1.728 -0.721 2.8883 3.0310 1.9102 0.165
H 1.925 -0.646 0.771 1.3592 -1.0279 -3.0798 0.087
N -0.307 1.968 0.526 0.2927 -2.5869 -1.8433 0.031
N 2.203 -0.649 -0.326 -5.2523 -5.0503 0.0306 -0.022
```
Forces are in eV/Å.

What are the calculated total energy values for these records? In order: -344.927185 -344.972732 Eh.
What are the energy above the lowest of the compared OMol25 structures with the same formula, charge and spin values for these records? In order: 251.43 222.85 kcal per mole.
What are the max |F| values for these records? In order: 7.172 7.798 eV/Å.